The following is a DFT calculation (ωB97M-V with the def2-TZVPD basis set) of C32H32N5O4P2STl as an isolated structure.

Results
HOMO = -0.2995 Ha
Energy relative to the best compared isomer or geometry (same formula, charge and spin) = 0.000 eV
HOMO-LUMO gap = 8.2 eV

Last column: Löwdin charge in e.
Geometry (Å):
Tl -0.772 1.287 -2.620  0.75
C 1.962 -0.824 1.540  -0.14
N 1.300 -0.111 0.447  -0.54
P 2.151 0.591 -0.859  0.94
C 3.794 0.838 -0.097  -0.37
C 4.955 0.167 -0.466  -0.08
C 6.157 0.436 0.176  -0.08
C 6.208 1.370 1.200  -0.09
C 5.053 2.045 1.576  -0.08
C 3.858 1.787 0.926  -0.11
C 2.450 -0.831 -1.969  -0.39
C 2.954 -0.563 -3.241  -0.11
C 3.172 -1.589 -4.147  -0.08
C 2.872 -2.898 -3.797  -0.09
C 2.347 -3.172 -2.543  -0.10
C 2.134 -2.144 -1.636  -0.09
P -0.237 0.604 0.618  0.96
C -0.060 1.667 2.087  -0.35
C 0.004 1.213 3.407  -0.10
C 0.239 2.102 4.443  -0.08
C 0.410 3.454 4.171  -0.08
C 0.355 3.916 2.865  -0.07
C 0.126 3.026 1.824  -0.09
C -1.290 -0.751 1.223  -0.35
C -2.443 -0.459 1.957  -0.10
C -3.331 -1.463 2.314  -0.09
C -3.081 -2.779 1.946  -0.09
C -1.949 -3.076 1.200  -0.10
C -1.070 -2.069 0.826  -0.11
H 2.878 -1.295 1.181  0.08
H 1.305 -1.599 1.938  0.07
H 2.230 -0.142 2.352  0.08
H 4.927 -0.574 -1.256  0.10
H 7.053 -0.091 -0.124  0.10
H 7.145 1.575 1.701  0.10
H 5.085 2.777 2.372  0.10
H 2.963 2.327 1.223  0.10
H 3.169 0.461 -3.530  0.11
H 3.568 -1.364 -5.129  0.10
H 3.040 -3.701 -4.504  0.10
H 2.096 -4.189 -2.266  0.10
H 1.713 -2.364 -0.663  0.08
H -0.141 0.160 3.620  0.10
H 0.284 1.742 5.463  0.10
H 0.580 4.149 4.984  0.10
H 0.478 4.969 2.652  0.11
H 0.093 3.387 0.803  0.09
H -2.645 0.562 2.258  0.11
H -4.211 -1.218 2.894  0.11
H -3.764 -3.566 2.238  0.10
H -1.753 -4.107 0.925  0.10
H -0.189 -2.301 0.237  0.08
C -4.341 -0.707 -1.227  0.01
C -4.075 0.720 -0.911  -0.36
N -2.966 1.375 -1.188  0.05
C -3.118 2.649 -0.671  -0.14
C -4.343 2.739 -0.060  -0.08
N -4.922 1.509 -0.222  0.18
C -5.123 3.766 0.688  -0.50
O -4.605 4.960 0.800  0.13
O -6.199 3.445 1.151  0.08
C -2.053 3.700 -0.824  -0.62
O -2.239 4.794 -0.256  0.02
O -1.034 3.394 -1.496  -0.23
H -3.549 -1.097 -1.864  0.02
H -5.297 -0.833 -1.737  0.09
H -4.358 -1.298 -0.308  0.07
H -5.835 1.293 0.148  0.17
H -3.708 5.021 0.296  0.08
N -1.029 -4.257 -1.989  0.10
C -0.924 -3.674 -3.204  -0.99
N -0.383 -4.431 -4.178  0.09
S -1.408 -2.105 -3.470  0.54
H -0.902 -5.246 -1.858  0.11
H -1.517 -3.740 -1.279  0.05
H -0.004 -5.346 -4.006  0.10
H -0.242 -4.004 -5.075  0.09



The following is a DFT calculation (ωB97M-V with the def2-TZVPD basis set) of C32H32N8O5PbS as an isolated structure.

Results
HOMO (alpha / beta) = -0.2211 / -0.2025 Ha
HOMO-LUMO gap (alpha / beta) = 5.1 / 4.4 eV

Last column: Löwdin charge in e.
Geometry (Å):
Pb -2.327 0.961 -1.108  1.65
N 2.692 -4.394 2.782  0.10
C 1.902 -3.284 2.842  -0.31
C 1.130 -2.951 3.970  -0.04
C 0.290 -1.877 3.960  -0.07
C 0.164 -1.098 2.809  -0.31
C 0.910 -1.390 1.677  -0.06
C 1.806 -2.455 1.698  -0.01
S -1.150 0.056 2.718  0.60
O -0.509 1.346 2.411  -0.38
O -1.949 -0.082 3.911  -0.31
N -1.978 -0.190 1.341  -0.19
C -2.673 -1.315 1.035  -0.52
N -2.718 -2.316 1.930  0.14
C -3.356 -3.400 1.579  -0.13
C -3.982 -3.564 0.338  -0.05
C -3.899 -2.456 -0.519  -0.13
N -3.287 -1.337 -0.160  -0.02
H 3.007 -4.838 3.649  0.11
H 3.311 -4.526 1.962  0.09
H 1.191 -3.557 4.863  0.11
H -0.355 -1.692 4.835  0.12
H 0.786 -0.823 0.738  0.10
H 2.426 -2.643 0.827  0.10
H -3.309 -4.203 2.304  0.11
H -4.493 -4.497 0.091  0.10
H -4.308 -2.463 -1.521  0.11
C 2.303 -5.710 -0.776  -0.05
O 3.281 -4.710 -0.331  -0.15
C 3.666 -3.848 -1.310  -0.32
C 4.849 -3.103 -1.110  -0.03
C 5.203 -2.126 -1.997  -0.04
C 4.364 -1.793 -3.103  -0.29
C 3.290 -2.685 -3.413  -0.03
C 2.922 -3.617 -2.477  -0.05
N 4.430 -0.530 -3.605  0.03
N 3.539 -0.172 -4.496  0.07
C 2.446 0.548 -4.209  -0.24
C 1.470 0.637 -5.263  -0.01
C 0.132 0.732 -4.989  -0.01
C -0.343 0.805 -3.630  -0.35
O -1.582 0.587 -3.359  -0.25
C 0.676 1.109 -2.596  -0.17
N 0.225 1.385 -1.351  0.00
C 1.136 1.556 -0.384  -0.12
C 2.525 1.660 -0.625  -0.02
C 2.973 1.427 -1.903  0.01
C 2.046 1.041 -2.891  -0.08
H 2.294 -6.499 -0.016  0.09
H 2.606 -6.121 -1.745  0.09
H 1.287 -5.240 -0.909  0.10
H 5.454 -3.272 -0.205  0.12
H 6.072 -1.493 -1.799  0.11
H 2.727 -2.489 -4.321  0.10
H 1.995 -4.153 -2.676  0.10
H 1.858 0.507 -6.282  0.12
H -0.664 0.702 -5.742  0.12
H 0.763 1.718 0.617  0.08
H 3.214 1.759 0.217  0.12
H 4.027 1.445 -2.211  0.12
O -3.553 3.084 -0.627  -0.22
C -3.258 4.145 0.031  -0.41
C -1.968 4.283 0.844  -0.08
C -2.298 4.316 2.358  -0.17
C -2.874 5.623 2.958  -0.19
C -4.157 6.195 2.300  -0.17
C -3.932 6.444 0.793  -0.16
N -4.099 5.206 -0.011  0.08
H -1.417 5.188 0.558  0.13
H -1.383 3.399 0.650  0.08
H -1.438 3.969 2.924  0.11
H -3.019 3.527 2.517  0.12
H -2.118 6.422 3.005  0.11
H -3.047 5.387 4.027  0.11
H -4.456 7.136 2.749  0.10
H -5.022 5.542 2.441  0.11
H -2.903 6.819 0.629  0.12
H -4.625 7.169 0.368  0.12
H -4.939 5.077 -0.584  0.16



The following is a DFT calculation (ωB97M-V with the def2-TZVPD basis set) of C32H32NO6P2Ru as an isolated structure.

Results
Multiplicity = 5
HOMO (alpha / beta) = -0.3224 / -0.3937 Ha
Energy relative to the best compared isomer or geometry (same formula, charge and spin) = 0.859 eV
Net charge = +1
<S²> = 6.0556
HOMO-LUMO gap (alpha / beta) = 6.7 / 7.5 eV

Last column: Löwdin spin population.
Geometry (Å):
Ru 0.349 0.142 0.152  1.90
O -1.699 4.766 3.650  0.00
C -1.261 3.760 2.869  0.04
C -0.566 2.652 3.400  0.13
C -0.156 1.684 2.518  0.01
N -0.379 1.744 1.206  0.14
C -1.063 2.798 0.673  0.11
C -1.519 3.846 1.521  0.15
C -1.353 2.884 -0.678  0.24
O -1.833 3.426 -1.588  0.20
O -0.457 1.138 -1.415  0.06
C 0.580 0.426 2.960  0.01
O 0.841 0.206 4.114  0.01
O 0.900 -0.399 1.969  0.08
H -1.457 4.611 4.570  0.00
H -0.362 2.548 4.457  0.01
H -2.054 4.695 1.124  0.01
O 1.722 -2.538 -0.166  0.08
C 1.058 -1.462 -0.835  0.37
C 1.056 -1.717 -2.234  0.05
C 1.721 -2.849 -2.782  0.09
C 1.723 -3.134 -4.124  0.00
C 1.062 -2.301 -5.028  0.12
C 0.422 -1.181 -4.540  0.00
C 0.401 -0.861 -3.178  0.11
P -0.603 0.590 -2.862  0.03
C -2.335 0.199 -3.117  0.01
C -3.137 -0.032 -2.003  0.00
C -4.466 -0.394 -2.169  0.00
C -4.994 -0.529 -3.444  0.00
C -4.195 -0.300 -4.559  0.00
C -2.869 0.062 -4.398  0.00
C -0.104 1.861 -4.017  0.00
C -1.030 2.775 -4.515  0.00
C -0.600 3.812 -5.330  0.00
C 0.746 3.942 -5.636  0.00
C 1.673 3.038 -5.131  0.00
C 1.251 1.997 -4.323  0.00
H 2.253 -3.505 -2.108  0.01
H 2.249 -4.010 -4.483  0.00
H 1.057 -2.518 -6.086  0.01
H -0.069 -0.524 -5.248  0.00
H -2.729 0.079 -1.005  0.00
H -5.088 -0.567 -1.301  0.00
H -6.030 -0.809 -3.572  0.00
H -4.609 -0.399 -5.553  0.00
H -2.261 0.253 -5.272  0.00
H -2.077 2.689 -4.262  0.00
H -1.318 4.521 -5.719  0.00
H 1.076 4.753 -6.271  0.00
H 2.722 3.142 -5.371  0.00
H 1.969 1.284 -3.938  0.00
C 2.007 -5.598 0.340  0.00
C 2.934 -4.552 0.960  0.00
P 2.136 -2.970 1.279  0.01
C 0.740 -3.266 2.383  0.00
C -0.598 -3.316 1.635  0.01
C 3.386 -1.895 2.012  0.00
C 4.099 -1.041 0.960  0.01
H 2.540 -6.538 0.210  0.00
H 1.639 -5.276 -0.634  0.00
H 1.146 -5.796 0.980  0.00
H 3.783 -4.332 0.306  0.00
H 3.345 -4.909 1.908  0.00
H 0.742 -2.475 3.131  0.00
H 0.949 -4.214 2.884  0.00
H -0.823 -2.343 1.196  0.01
H -1.398 -3.577 2.326  0.00
H -0.593 -4.047 0.827  0.00
H 4.089 -2.562 2.520  0.00
H 2.899 -1.279 2.764  0.00
H 4.536 -1.652 0.169  0.00
H 4.901 -0.471 1.425  0.00
H 3.399 -0.343 0.496  0.01



The following is a DFT calculation (ωB97M-V with the def2-TZVPD basis set) of an isolated ion of composition C32H32O2PS2 and charge +1.

Results
HOMO = -0.4102 Ha
Energy relative to the best compared isomer or geometry (same formula, charge and spin) = 0.890 eV
Net charge = +1
HOMO-LUMO gap = 7.5 eV

Last column: natural (NBO) charge in e.
Geometry (Å):
C -2.622 -0.371 2.940  -0.20
C -2.172 -1.406 2.115  -0.22
C -1.174 -1.171 1.155  -0.16
C -0.674 0.120 0.982  -0.11
C 0.356 0.414 -0.167  -0.34
S 1.181 1.999 0.312  0.23
C 2.712 1.463 1.081  -0.54
C 2.621 0.239 2.002  -0.43
C 2.374 -1.051 1.238  -0.54
S 1.491 -0.965 -0.318  0.27
C -1.054 1.133 1.850  -0.23
C -2.064 0.909 2.802  -0.20
H -3.417 -0.547 3.688  0.23
H -2.580 -2.409 2.204  0.23
H -0.792 -1.981 0.534  0.23
H 3.436 1.341 0.261  0.22
H 3.013 2.356 1.656  0.25
H 3.576 0.143 2.529  0.23
H 1.857 0.412 2.768  0.23
H 3.341 -1.493 0.924  0.24
H 1.854 -1.771 1.879  0.23
H -0.627 2.135 1.761  0.25
H -2.393 1.737 3.433  0.23
C -4.771 1.543 -0.913  -0.62
C -3.435 0.966 -0.579  -0.06
O -2.581 1.142 -1.756  -0.55
C -1.573 0.208 -1.825  0.80
C -0.189 0.760 -1.541  -0.46
P 0.904 0.422 -3.256  1.46
C 2.301 1.540 -2.909  -0.42
C 3.512 1.106 -2.357  -0.19
C 4.484 2.044 -1.984  -0.21
C 4.261 3.410 -2.168  -0.18
C 3.073 3.849 -2.764  -0.22
C 2.104 2.918 -3.135  -0.14
C 1.599 -1.255 -3.452  -0.41
C 2.801 -1.489 -4.134  -0.19
C 3.316 -2.784 -4.235  -0.21
C 2.609 -3.865 -3.693  -0.17
C 1.349 -3.651 -3.117  -0.22
C 0.832 -2.360 -3.055  -0.13
C 0.712 0.777 -5.093  -0.36
C 1.632 1.525 -5.850  -0.13
C 1.549 1.617 -7.244  -0.22
C 0.545 0.945 -7.936  -0.16
C -0.373 0.181 -7.205  -0.20
C -0.303 0.115 -5.808  -0.18
O -1.799 -0.961 -2.103  -0.56
H -5.339 1.553 0.008  0.22
H -4.684 2.540 -1.344  0.22
H -5.251 0.864 -1.614  0.22
H -2.921 1.465 0.244  0.19
H -3.494 -0.108 -0.399  0.20
H -0.252 1.871 -1.659  0.28
H 3.706 0.041 -2.227  0.24
H 5.417 1.686 -1.538  0.23
H 5.015 4.134 -1.849  0.23
H 2.900 4.915 -2.936  0.23
H 1.196 3.271 -3.633  0.22
H 3.342 -0.660 -4.586  0.23
H 4.277 -2.941 -4.735  0.23
H 3.037 -4.870 -3.729  0.23
H 0.775 -4.490 -2.720  0.23
H -0.175 -2.209 -2.675  0.24
H 2.452 2.052 -5.373  0.22
H 2.280 2.218 -7.785  0.23
H 0.490 1.005 -9.028  0.24
H -1.148 -0.364 -7.744  0.24
H -1.039 -0.482 -5.272  0.23



The following is a DFT calculation (ωB97M-V with the def2-TZVPD basis set) of C32H33As2N2O10Rb as an isolated structure.

Results
HOMO (alpha / beta) = -0.0372 / -0.0539 Ha
Energy relative to the best compared isomer or geometry (same formula, charge and spin) = 0.741 eV
Net charge = -2
HOMO-LUMO gap (alpha / beta) = 4.9 / 5.4 eV

Last column: Löwdin charge in e.
Geometry (Å):
Rb 3.053 -0.028 0.572  0.75
C 4.074 1.705 -1.909  -0.11
O 2.700 1.908 -1.557  -0.21
C 1.829 1.768 -2.609  -0.28
C 1.378 2.920 -3.237  -0.03
C 0.457 2.847 -4.269  -0.11
C -0.007 1.602 -4.678  -0.11
C 0.443 0.452 -4.053  -0.03
C 1.359 0.509 -3.000  -0.18
N 1.847 -0.627 -2.293  0.06
N 1.232 -1.680 -2.621  0.06
C 1.578 -2.894 -2.099  -0.16
C 2.737 -3.155 -1.283  -0.41
O 3.548 -2.299 -0.878  -0.16
C 2.957 -4.559 -0.922  -0.01
C 2.119 -5.549 -1.273  -0.05
C 0.940 -5.293 -2.051  -0.20
C 0.050 -6.328 -2.380  -0.07
C -1.092 -6.085 -3.104  -0.12
C -1.363 -4.769 -3.512  -0.11
C -0.506 -3.742 -3.200  -0.03
C 0.680 -3.967 -2.463  -0.12
H 4.366 2.417 -2.688  0.09
H 4.222 0.684 -2.273  0.08
H 4.652 1.876 -0.997  0.02
H 1.751 3.871 -2.877  0.12
H 0.099 3.752 -4.744  0.09
H -0.728 1.528 -5.483  0.09
H 0.086 -0.522 -4.359  0.09
H 3.841 -4.745 -0.322  0.11
H 2.312 -6.572 -0.961  0.10
H 0.281 -7.333 -2.040  0.10
H -1.778 -6.888 -3.344  0.08
H -2.268 -4.554 -4.068  0.09
H -0.741 -2.731 -3.498  0.09
C -0.567 -3.553 0.861  -0.04
O -1.077 -2.226 0.899  -0.04
C -0.382 -1.362 1.669  -0.58
O 0.700 -1.685 2.180  -0.06
C -0.947 -0.048 1.786  -0.35
C -2.223 0.354 1.360  -0.35
As -2.490 2.092 0.563  1.29
C -0.943 2.147 -0.648  -0.30
C -1.613 3.178 1.976  -0.34
C -0.586 2.788 2.727  -0.33
As 0.385 1.085 2.612  1.26
C 0.075 0.590 4.494  -0.26
C -0.072 3.700 3.799  -0.55
O -0.736 3.995 4.765  0.10
O 1.187 4.142 3.710  -0.03
C 1.941 3.999 2.486  -0.06
C -2.202 4.540 2.132  -0.55
O -1.707 5.542 1.679  0.10
O -3.392 4.626 2.765  -0.04
C -3.872 3.473 3.467  -0.06
C -3.365 -0.510 1.489  -0.55
O -3.489 -1.491 2.203  0.05
O -4.445 -0.086 0.727  -0.15
C -5.619 -0.852 0.905  -0.10
H -1.195 -4.092 0.154  0.09
H -0.625 -4.015 1.848  0.10
H 0.468 -3.571 0.525  0.08
H -1.142 1.496 -1.500  0.03
H -0.034 1.810 -0.151  0.01
H -0.802 3.168 -1.003  0.03
H -0.989 0.620 4.719  0.03
H 0.619 1.266 5.155  0.02
H 0.453 -0.424 4.608  0.02
H 2.554 4.894 2.417  0.09
H 1.278 3.946 1.624  0.09
H 2.588 3.122 2.526  0.04
H -4.757 3.810 4.002  0.09
H -3.124 3.118 4.175  0.09
H -4.147 2.675 2.776  0.06
H -6.375 -0.395 0.267  0.08
H -5.951 -0.839 1.945  0.08
H -5.462 -1.892 0.614  0.09
C 5.055 2.129 1.521  -0.29
H 5.101 3.226 1.328  -0.18
H 5.819 1.994 2.317  -0.20



The following is a DFT calculation (ωB97M-V with the def2-TZVPD basis set) of C32H33AsFNO11SV as an isolated structure.

Results
HOMO = -0.3976 Ha
Net charge = +1
HOMO-LUMO gap = 6.4 eV

Last column: natural (NBO) charge in e.
Geometry (Å):
V -0.703 -1.144 -0.185  1.68
C -0.199 1.590 2.613  -0.61
C 1.258 1.391 2.187  -0.25
C 1.839 0.117 2.819  -0.60
C 1.651 1.454 0.697  0.07
C 2.964 1.905 0.502  -0.23
C 3.514 2.062 -0.749  -0.18
C 2.742 1.761 -1.861  -0.22
C 1.439 1.299 -1.741  0.09
C 0.711 1.059 -3.066  -0.26
C -0.148 2.263 -3.483  -0.60
C -0.049 -0.256 -3.253  -0.56
C 0.916 1.146 -0.447  0.02
N -0.469 0.649 -0.359  -0.52
C -1.475 1.684 -0.465  0.04
C -1.246 2.942 0.080  -0.14
C -2.210 3.935 0.047  -0.24
C -3.431 3.697 -0.570  -0.17
C -3.649 2.479 -1.194  -0.27
C -2.671 1.511 -1.146  0.38
F -2.876 0.389 -1.871  -0.31
H -0.232 1.595 3.704  0.23
H -0.856 0.788 2.284  0.20
H -0.610 2.539 2.275  0.21
H 1.803 2.227 2.629  0.22
H 1.324 -0.776 2.462  0.20
H 1.731 0.153 3.906  0.22
H 2.899 0.005 2.586  0.22
H 3.549 2.159 1.379  0.22
H 4.528 2.426 -0.863  0.23
H 3.161 1.886 -2.853  0.22
H 1.524 1.016 -3.790  0.21
H -1.111 2.290 -2.971  0.20
H -0.347 2.215 -4.555  0.22
H 0.367 3.203 -3.278  0.22
H -0.804 -0.443 -2.488  0.17
H 0.619 -1.117 -3.294  0.22
H -0.599 -0.220 -4.195  0.23
H -0.281 3.153 0.516  0.23
H -1.996 4.897 0.493  0.23
H -4.194 4.463 -0.595  0.23
H -4.549 2.273 -1.759  0.25
O -3.081 0.078 1.735  -0.69
As -1.201 -2.683 2.809  1.76
O -2.018 -1.665 3.753  -1.05
O -0.508 -1.429 1.418  -0.80
C -4.353 -0.372 1.770  0.44
C -5.360 0.236 2.506  -0.29
C -6.647 -0.270 2.469  -0.13
C -6.969 -1.382 1.691  -0.24
C -5.980 -2.007 0.965  -0.12
C -4.674 -1.503 1.016  -0.49
S -3.478 -2.493 0.274  2.44
O -4.043 -3.307 -0.742  -0.88
O -2.759 -3.236 1.328  -0.99
O -2.415 -1.520 -0.355  -0.86
H -2.873 0.596 2.526  0.51
H -5.121 1.104 3.110  0.23
H -7.419 0.214 3.055  0.23
H -7.980 -1.763 1.665  0.24
H -6.194 -2.877 0.360  0.25
O -0.736 -3.601 -0.809  -0.93
H -0.137 -4.020 -0.172  0.51
H -1.482 -4.202 -0.928  0.51
O 1.596 -3.136 0.803  -0.58
C 1.890 -2.340 -0.042  0.80
O 0.878 -1.626 -0.713  -0.65
C 3.243 -1.997 -0.458  -0.15
C 3.498 -1.407 -1.686  -0.15
C 4.809 -1.111 -2.079  -0.26
C 5.799 -1.414 -1.181  0.27
O 7.127 -1.209 -1.321  -0.46
C 7.751 -1.711 -0.123  0.23
O 6.704 -2.200 0.726  -0.48
C 5.540 -2.007 0.047  0.29
C 4.280 -2.325 0.443  -0.24
H 2.676 -1.190 -2.356  0.23
H 5.034 -0.664 -3.038  0.24
H 8.277 -0.900 0.373  0.17
H 8.421 -2.526 -0.382  0.18
H 4.069 -2.797 1.393  0.25



Number 1: total energy -83454.6896 eV, maximum force 0.6 eV/A. Number 2: total energy -71942.1072 eV, maximum force 2.8 eV/A. Number 3: total energy -68632.2546 eV, maximum force 1.0 eV/A. Number 4: total energy -68750.2627 eV, maximum force 3.4 eV/A. Number 5: total energy -179503.2565 eV, maximum force 0.2 eV/A. Number 6: total energy -157805.7648 eV, maximum force 2.2 eV/A.